[1]
ORCA calculation (ωB97M-V with the def2-TZVPD basis set) on a single C18H23NO molecule.

For the strongest force on any atom, the calculation gives 0.6 eV/Å. Its SMILES is c1ccc2c(OCCCCN3CCCC3)cccc2c1. For the frontier orbital gap, the calculation gives 8.7 eV. The value obtained for the LUMO energy is 0.0309 Ha. For the total energy, the calculation gives -22576.834 eV.

Atoms and positions in Å:
C: 2.7164 2.3345 -3.3337
C: 1.8497 2.5997 -2.2637
C: 1.7924 1.7471 -1.1961
C: 2.5962 0.5911 -1.1537
C: 2.5470 -0.3141 -0.0512
O: 1.7030 0.0533 0.9522
C: 1.3891 -0.8580 1.9819
C: 0.4497 -1.9767 1.5179
C: -0.8071 -1.4399 0.8331
C: -1.7283 -0.6712 1.7792
N: -3.0106 -0.4208 1.1617
C: -2.9673 0.5047 0.0346
C: -4.3433 1.1901 -0.0078
C: -5.1274 0.5317 1.1311
C: -4.0202 0.0820 2.0743
C: 3.3377 -1.4377 -0.0601
C: 4.1982 -1.6941 -1.1376
C: 4.2694 -0.8443 -2.2026
C: 3.4690 0.3171 -2.2360
C: 3.5066 1.2194 -3.3193
H: 2.7532 3.0183 -4.1695
H: 1.2281 3.4828 -2.2898
H: 1.1315 1.9420 -0.3658
H: 2.2993 -1.2816 2.4250
H: 0.8973 -0.2471 2.7429
H: 0.9799 -2.6183 0.8112
H: 0.1791 -2.5780 2.3879
H: -1.3726 -2.2762 0.4190
H: -0.5091 -0.7932 0.0066
H: -1.2447 0.2722 2.0950
H: -1.9091 -1.2757 2.6738
H: -2.7636 -0.0572 -0.8802
H: -2.1673 1.2517 0.1598
H: -4.2390 2.2603 0.1728
H: -4.8355 1.0569 -0.9693
H: -5.6646 -0.3419 0.7635
H: -5.8352 1.2098 1.6040
H: -4.3337 -0.7109 2.7563
H: -3.6536 0.9354 2.6737
H: 3.3221 -2.1399 0.7588
H: 4.8085 -2.5852 -1.1081
H: 4.9329 -1.0474 -3.0301
H: 4.1758 1.0095 -4.1417

***

[2]
ORCA calculation (ωB97M-V with the def2-TZVPD basis set) on a single C18H23NO4 molecule.

For the strongest force on any atom, the calculation gives 0.7 eV/Å. Its SMILES is CCCCOc1ccc(NC(=O)[C@@H]2CC=CC[C@H]2C(=O)O)cc1. For the frontier orbital gap, the calculation gives 8.4 eV. The value obtained for the LUMO energy is 0.0230 Ha. For the total energy, the calculation gives -28720.212 eV.

Atoms and positions in Å:
C: 3.5342 4.0616 -0.5909
C: 2.9864 3.5712 -1.9263
C: 2.1793 4.6412 -2.6646
C: 0.7685 4.8726 -2.1112
O: -0.1310 3.8562 -2.5088
C: -0.3644 2.7564 -1.7394
C: 0.0418 2.5600 -0.4245
C: -0.2920 1.4008 0.2538
C: -1.0410 0.4102 -0.3667
N: -1.4215 -0.7796 0.2692
C: -0.9710 -1.2898 1.4414
O: -0.1741 -0.7455 2.1775
C: -1.5656 -2.6645 1.7697
C: -1.7183 -2.7984 3.2852
C: -1.9143 -4.2116 3.7261
C: -1.7003 -5.2591 2.9493
C: -1.2271 -5.1476 1.5334
C: -0.6205 -3.7617 1.2546
C: -0.4033 -3.6672 -0.2348
O: -1.2219 -3.2915 -1.0371
O: 0.8033 -4.1023 -0.5968
C: -1.4562 0.6059 -1.6835
C: -1.1230 1.7583 -2.3577
H: 2.7368 4.3821 0.0747
H: 4.2057 4.9043 -0.7432
H: 4.0865 3.2668 -0.0955
H: 2.3668 2.6859 -1.7722
H: 3.8271 3.2756 -2.5582
H: 2.0705 4.3525 -3.7121
H: 2.7210 5.5889 -2.6307
H: 0.7812 5.0030 -1.0264
H: 0.3605 5.7865 -2.5566
H: 0.6246 3.3000 0.0995
H: 0.0374 1.2625 1.2695
H: -1.9819 -1.3939 -0.3095
H: -2.5352 -2.7818 1.2779
H: -2.5611 -2.1891 3.6211
H: -0.8215 -2.3861 3.7601
H: -2.2442 -4.3438 4.7466
H: -1.8694 -6.2635 3.3096
H: -0.4802 -5.9185 1.3294
H: -2.0703 -5.3194 0.8547
H: 0.3456 -3.6806 1.7586
H: 0.9113 -4.0643 -1.5610
H: -2.0381 -0.1585 -2.1783
H: -1.4413 1.9159 -3.3760